16
Properties=species:S:1:pos:R:3:lowdin_charge:R:1 method="wB97M-V/def2-TZVPD" total_charge=0 de_lowest_kj_mol=684.5 homo_ev=-7.67 spin_multiplicity=1 lumo_ev=0.71
C -0.2841 2.4409 2.4175 0.1153
C -0.5081 1.2877 2.6520 -0.1653
C -0.5269 -0.1417 2.6216 -0.0732
N -0.2448 -0.8218 0.9766 0.0098
N -1.4323 -0.6980 -0.1374 0.1768
C -0.1965 -0.6670 -0.4331 -0.4539
C 0.8145 -0.5033 -1.4442 -0.2278
C 0.2862 -0.6362 -2.8044 -0.1047
H -0.2749 3.4278 2.1103 0.0079
H 0.3873 -0.5932 3.0806 0.1132
H -1.4470 -0.5849 2.7819 0.0624
H 1.1146 0.5660 -1.2484 0.1448
H 1.6931 -1.1292 -1.1012 0.1465
H 1.0491 -0.1311 -3.5306 0.1205
H -0.6921 -0.1946 -2.8256 0.0788
H 0.2617 -1.6214 -3.1154 0.0489

16
Properties=species:S:1:pos:R:3:lowdin_charge:R:1 method="wB97M-V/def2-TZVPD" total_charge=0 de_lowest_kj_mol=339.3 homo_ev=-9.12 spin_multiplicity=1 lumo_ev=0.86
C 0.7995 -0.5674 1.7258 -0.0940
N 0.2498 -0.7034 0.3965 -0.2339
C 1.0401 -1.3899 -0.5652 -0.2006
C 0.5837 -0.6986 -1.8478 -0.0769
C -0.1961 0.4027 -1.6890 0.0144
C -0.0101 0.6855 -0.1214 -0.3115
C -1.1910 1.1231 0.5732 -0.1986
N -2.0992 1.6234 1.1970 0.1477
H 0.2802 0.5301 2.2234 0.1686
H 1.8975 -0.3849 1.5387 0.0740
H 0.8982 -1.4559 2.3333 0.0694
H 2.1077 -1.4260 -0.2152 0.1261
H 0.7412 -2.4316 -0.7160 0.1170
H 0.9262 -1.1040 -2.8312 0.1109
H -0.8659 1.2205 -2.2273 0.1516
H 0.8045 1.2797 0.2858 0.1359